Entry from the Open Molecules 2025 dataset: 7 unconnected molecules or ions with the total composition C19H52O7 (wB97M-V/def2-TZVPD).

Geometry as XYZ:
```
78
Properties=species:S:1:pos:R:3:forces:R:3
C -17.81510 -19.07775 -25.53411 0.00 -2.68 -1.44
O -16.66750 -18.60866 -24.94977 1.28 0.40 0.89
H -18.35239 -18.25979 -25.89482 -1.25 1.23 -0.50
H -18.38840 -19.69749 -24.81199 -0.08 0.41 -0.65
H -17.51486 -19.71193 -26.43761 -0.77 0.49 0.94
H -16.43607 -19.34330 -24.39377 0.96 -0.05 0.61
C -21.27107 -13.48118 -19.18296 1.59 -0.30 0.51
C -20.56344 -13.59181 -20.54016 5.91 -0.88 5.82
C -19.83433 -14.93120 -20.66990 0.06 -0.70 2.12
O -21.36521 -13.63396 -21.48216 -6.21 2.74 -7.80
H -20.47502 -13.30382 -18.44099 -0.71 0.15 0.17
H -21.83347 -14.37722 -18.89275 0.53 -0.18 -0.22
H -22.02318 -12.73874 -19.21756 -0.45 1.33 0.16
H -19.79375 -12.81027 -20.75797 -0.64 0.03 0.86
H -19.01301 -14.78077 -21.34581 0.38 -0.45 -0.13
H -20.58868 -15.65211 -21.09691 1.18 0.35 0.66
H -19.52814 -15.27008 -19.64802 0.28 -0.12 -1.03
H -21.76705 -14.47104 -21.43374 -1.32 -1.43 -0.42
C -23.60383 -12.48665 -25.16541 -1.97 1.98 -0.26
C -22.18819 -12.01211 -25.18597 0.53 -8.98 -2.98
C -21.46411 -12.58472 -26.44414 1.54 -0.24 -0.02
O -22.01160 -10.77035 -25.09786 0.92 7.84 2.34
H -23.72448 -13.51598 -25.22294 0.29 -2.24 0.71
H -24.25010 -12.24777 -26.06961 0.92 0.78 0.95
H -24.04364 -12.05669 -24.23464 -0.29 -0.53 -0.68
H -21.62891 -12.59411 -24.48445 0.15 -0.28 1.65
H -21.25360 -13.69395 -26.52427 -0.65 1.14 0.57
H -20.47939 -12.09906 -26.57924 -0.19 -0.20 0.57
H -21.93506 -12.28800 -27.32929 -1.26 0.31 -1.51
H -22.01382 -10.55610 -24.13257 0.00 0.36 -1.31
C -17.68919 -16.02211 -23.63197 0.89 1.17 0.51
C -17.64804 -14.79355 -24.51971 -6.90 -5.75 -2.39
C -18.91139 -14.07727 -24.41227 -2.32 1.59 0.96
O -16.68595 -14.01163 -24.41945 9.59 3.88 0.74
H -18.40797 -16.67488 -24.06586 -1.05 -0.53 0.33
H -17.83249 -15.70715 -22.55298 0.11 -0.79 -1.31
H -16.77521 -16.54574 -23.80848 0.85 -0.47 0.54
H -17.74951 -15.09173 -25.59134 0.34 -0.96 0.06
H -19.28382 -13.86676 -23.40265 0.29 -0.01 0.10
H -19.74926 -14.50460 -24.93501 -0.14 -0.78 -0.12
H -18.80924 -13.14599 -24.90885 0.22 1.24 -0.37
H -15.85565 -14.54340 -24.69161 -1.62 1.68 0.86
C -21.54065 -16.13545 -23.48296 1.16 -0.12 -0.55
C -21.92438 -17.60763 -23.27186 -0.72 2.96 -7.74
C -20.93856 -18.39320 -24.10557 -0.62 -0.92 1.13
O -22.13172 -17.92458 -22.05760 -0.73 -0.43 7.51
H -21.69048 -15.83809 -24.53575 0.26 -0.31 0.26
H -20.43614 -16.04562 -23.23522 -1.47 0.36 -0.15
H -22.16348 -15.43663 -22.94337 -0.04 0.11 0.40
H -22.94904 -17.73537 -23.70140 0.48 0.09 -1.23
H -19.89203 -18.17243 -23.87591 -0.29 -0.23 0.10
H -21.14393 -18.24111 -25.14619 0.02 0.37 -0.57
H -21.22512 -19.41417 -23.90260 0.67 -0.79 -0.04
H -22.71520 -17.16926 -21.73862 1.09 -1.68 0.58
C -18.56395 -18.28750 -20.93814 1.96 -1.42 0.22
C -19.51704 -19.08575 -20.01671 5.82 4.17 3.15
C -20.05658 -18.14431 -18.98431 -1.12 -1.08 0.68
O -20.43389 -19.71429 -20.60761 -6.05 -3.37 -3.93
H -17.92393 -17.54883 -20.43394 -0.25 -0.31 0.25
H -19.03222 -17.75361 -21.71835 -0.95 0.47 -0.93
H -17.85072 -19.02586 -21.39697 -0.59 0.67 0.05
H -18.87774 -19.78967 -19.46402 0.05 -0.11 -0.11
H -19.33376 -17.58079 -18.50711 1.72 1.39 0.70
H -20.46307 -18.74515 -18.18453 -0.71 -0.19 0.26
H -20.80779 -17.49224 -19.38444 -0.52 0.40 -0.34
H -21.14821 -19.09410 -20.90311 0.67 -0.68 -0.07
C -24.28114 -13.96991 -21.21386 -0.11 0.83 0.91
C -24.18183 -15.39834 -20.63634 -8.53 3.52 -1.91
C -25.00238 -16.32728 -21.49302 -2.44 -1.53 0.41
O -23.06616 -15.92420 -20.44418 9.23 -2.74 2.34
H -23.69143 -13.88931 -22.06524 1.45 -0.02 -1.66
H -23.90183 -13.16895 -20.54992 -0.30 -0.54 -0.09
H -25.24119 -13.64104 -21.63445 -0.26 -0.60 0.77
H -24.67008 -15.36278 -19.68168 -1.08 0.19 0.58
H -24.92645 -17.37049 -21.10055 0.39 0.57 -0.28
H -24.90802 -16.41428 -22.61181 0.03 0.75 1.10
H -26.02753 -16.08401 -21.12339 0.18 -0.12 -1.36
H -22.89534 -15.95629 -19.48375 0.60 -0.20 -0.94
```
Forces are in eV/Å.

SMILES string: CC(C)O.CC(C)O.CC(C)O.CC(C)O.CC(C)O.CC(C)O.CO
E_LUMO, hartree: 0.0112
Electronic energy, a.u.: -1281.47432
Net charge: 0
Energy above the lowest of the compared OMol25 structures with the same formula, charge and spin, kJ/mol: 795.41



Entry from the Open Molecules 2025 dataset: 7 unconnected molecules or ions with the total composition C19H53NO7 (wB97M-V/def2-TZVPD).

Geometry as XYZ:
```
80
Properties=species:S:1:pos:R:3:forces:R:3
C -0.29938 3.64533 -4.12232 0.14 0.05 -0.55
C -0.84650 3.77088 -2.70168 0.44 -0.19 -0.60
C -2.27221 3.28035 -2.53476 0.31 0.69 -0.81
O -0.00672 3.01725 -1.80146 -0.37 0.63 -0.08
H -0.84718 4.21740 -4.87776 -0.40 0.03 0.34
H -0.26520 2.62026 -4.49524 0.07 -0.09 0.26
H 0.70143 4.08142 -4.18074 0.13 -0.29 0.21
H -0.77398 4.84349 -2.49928 -0.21 -0.03 0.53
H -2.83235 3.76717 -3.33857 -0.29 -0.03 0.24
H -2.66881 3.58794 -1.57054 -0.13 -0.26 0.06
H -2.35262 2.21027 -2.71455 0.04 -0.11 0.26
H 0.72942 3.57998 -1.54147 0.10 -0.23 0.02
C -3.33327 -0.93853 3.11801 0.89 0.03 -0.05
C -3.23166 0.07756 4.24346 -0.36 -0.56 0.14
C -3.95648 -0.38650 5.50579 -0.20 1.15 -0.35
O -1.83951 0.26335 4.54844 0.03 0.17 -0.37
H -2.96645 -1.91711 3.43490 -0.11 0.00 0.14
H -2.66264 -0.61209 2.31932 -0.21 -0.06 -0.16
H -4.33934 -1.04382 2.72054 -0.08 0.13 0.10
H -3.63425 1.02276 3.86061 -0.13 0.05 0.23
H -3.95937 0.43389 6.23220 0.20 -0.15 0.16
H -3.45420 -1.25240 5.92692 -0.20 -0.17 -0.01
H -5.01432 -0.53874 5.28544 0.08 -0.45 0.02
H -1.78949 0.82292 5.33128 0.07 -0.05 0.00
C -0.93529 -1.50512 -3.63867 -1.02 -0.59 -0.09
C -0.73727 -2.45327 -2.46029 0.70 0.93 0.98
C -0.09106 -3.75914 -2.85404 0.37 0.15 0.06
O 0.11046 -1.76629 -1.48951 -0.94 -0.44 -0.34
H -0.03810 -1.45479 -4.25348 0.01 -0.01 0.04
H -1.22680 -0.50305 -3.32722 0.13 0.02 0.22
H -1.77338 -1.87945 -4.24098 0.24 0.03 -0.20
H -1.64271 -2.66676 -1.88008 -0.31 0.05 -0.59
H 0.37946 -4.23812 -1.99405 -0.37 -0.11 0.14
H 0.73492 -3.59683 -3.55177 -0.22 0.00 -0.21
H -0.86229 -4.39636 -3.28461 0.25 -0.21 -0.12
H -0.45557 -1.04359 -1.14510 0.64 0.16 0.05
C 2.30537 0.65877 -1.85410 0.54 1.42 0.17
C 2.66229 -0.44587 -2.82037 -0.71 -0.08 0.43
C 4.00299 -0.20660 -3.48990 -0.19 0.04 -0.07
O 2.68664 -1.67222 -2.09026 0.75 -0.08 -1.09
H 2.35889 1.64447 -2.33834 0.08 -0.13 -0.18
H 3.06781 0.68853 -1.06848 -0.10 -0.12 0.11
H 1.31692 0.65413 -1.39551 0.03 -0.60 -0.15
H 1.87345 -0.45235 -3.58539 0.11 -0.35 -0.09
H 3.89661 0.53204 -4.28635 -0.03 0.09 0.05
H 4.36748 -1.12266 -3.95292 0.08 -0.04 0.14
H 4.72436 0.18498 -2.77155 0.13 -0.21 0.00
H 1.76855 -1.91235 -1.89069 -0.13 0.36 0.15
C -2.13616 3.80409 2.77353 0.15 0.13 0.53
C -1.03947 3.03061 2.03946 -0.55 -0.28 0.66
C 0.32101 3.01377 2.73233 -0.35 0.76 -0.40
O -1.50057 1.67237 1.88278 0.10 0.49 0.19
H -3.10334 3.55188 2.34010 0.04 0.32 -0.28
H -1.93919 4.87851 2.76051 -0.18 0.01 -0.26
H -2.24075 3.56258 3.83828 0.35 -0.31 -0.05
H -0.97839 3.50141 1.05812 0.22 -0.48 -0.28
H 0.79243 3.98307 2.55508 0.17 -0.03 0.21
H 0.95109 2.23933 2.30745 0.04 -0.01 -0.03
H 0.21696 2.86968 3.80817 0.01 -0.11 0.01
H -1.46715 1.30980 2.78292 -0.05 -0.44 -0.06
O -1.09257 0.65877 -0.61296 -0.44 -0.11 0.16
H -1.36507 0.93124 0.29268 0.29 -0.08 -0.47
H -0.99255 1.47541 -1.12518 0.27 -0.15 0.27
C 3.23506 -4.65433 0.19358 -0.68 -0.23 -0.43
C 3.00743 -3.64451 1.30860 0.62 -0.17 -0.64
C 2.23036 -2.44538 0.82233 -0.03 0.24 -0.95
O 2.20319 -1.45592 1.82862 -0.27 -0.32 0.67
C 1.23046 -0.45584 1.61612 0.84 0.14 0.32
N 2.45879 -4.28682 2.50412 -0.10 0.71 0.15
H 2.29193 -5.05666 -0.19871 -0.06 0.02 0.15
H 3.81166 -5.50629 0.54847 0.11 0.07 0.07
H 3.73038 -4.20235 -0.66777 0.12 0.07 0.13
H 4.02521 -3.27281 1.48397 -0.16 0.02 0.73
H 1.21131 -2.67935 0.48110 -0.09 -0.32 0.42
H 2.70206 -2.05485 -0.09214 0.13 0.00 0.48
H 0.21478 -0.84604 1.51024 0.06 -0.13 -0.39
H 1.57525 0.14548 0.76879 -0.67 0.10 -0.08
H 1.22997 0.15992 2.51596 0.05 0.02 -0.02
H 1.49638 -4.55200 2.29324 0.13 -0.17 -0.08
H 2.34084 -3.51588 3.16535 0.07 -0.30 0.13
```
Forces are in eV/Å.

SMILES string: COC[C@H](C)N.CC(C)O.CC(C)O.CC(C)O.CC(C)O.CC(C)O.O
E_LUMO, hartree: 0.0133
Electronic energy, a.u.: -1337.11814
Net charge: 0